Below is a 8-piece molecular cluster, C48H103N5O9 overall at a distorted geometry, with properties calculated with ωB97M-V/def2-TZVPD.

CARTESIAN COORDINATES (ANGSTROEM)
C  -0.4591  3.3460  -6.0695
C  -0.9799  1.9637  -5.8163
C  0.0948  1.0576  -5.1444
N  -0.5038  -0.2485  -4.6093
C  0.6751  -0.9938  -3.9905
C  0.2923  -2.3616  -3.4543
C  -0.3995  -3.2375  -4.5394
C  -1.4950  -2.4514  -5.2225
C  -1.1092  -1.0619  -5.7409
C  -1.4150  0.0667  -3.4573
H  -0.2828  3.8991  -5.1422
H  -1.0992  3.9349  -6.7279
H  0.5127  3.3273  -6.5694
H  -1.2018  1.4416  -6.7554
H  -1.9579  2.0373  -5.3409
H  0.4807  1.5979  -4.2828
H  0.8282  0.7314  -5.8748
H  1.4091  -1.1713  -4.7755
H  1.0534  -0.3875  -3.1705
H  1.1770  -2.9532  -3.2108
H  -0.3138  -2.3389  -2.5485
H  0.4209  -3.4638  -5.2263
H  -0.7684  -4.1738  -4.1256
H  -1.9739  -3.0238  -6.0160
H  -2.2583  -2.2152  -4.4735
H  -0.3728  -0.9490  -6.5354
H  -1.9897  -0.4950  -6.0359
H  -1.6944  -0.8067  -2.8779
H  -2.3599  0.4395  -3.8627
H  -1.0826  0.8817  -2.8188
C  -0.9237  -1.7865  4.9426
C  -0.2842  -0.5965  4.2117
C  0.3355  0.4297  5.1623
N  1.7717  0.2933  5.6853
C  1.9616  -1.0627  6.3303
C  3.4426  -1.3284  6.5727
C  4.2906  -1.0989  5.3548
C  4.1411  0.3160  4.8005
C  2.6861  0.6526  4.5112
C  1.9117  1.3785  6.7071
H  -0.2016  -2.2919  5.5781
H  -1.2515  -2.5408  4.2212
H  -1.8219  -1.5401  5.5080
H  -1.0040  -0.0634  3.5894
H  0.4653  -0.9215  3.4825
H  -0.2291  0.5266  6.0953
H  0.2440  1.4585  4.7932
H  1.7612  -1.7574  5.5130
H  1.3686  -1.1291  7.2347
H  3.4879  -2.3966  6.8024
H  3.7394  -0.7405  7.4438
H  4.0271  -1.7943  4.5492
H  5.3338  -1.3084  5.5909
H  4.8593  0.4273  3.9872
H  4.4628  1.1279  5.4633
H  2.3478  -0.0263  3.7226
H  2.4199  1.6715  4.2313
H  2.9744  1.4457  6.9452
H  1.4313  1.1204  7.6478
H  1.6437  2.3580  6.3114
C  -4.1228  0.1724  1.3825
C  -3.8298  -1.1494  0.6661
C  -2.9552  -2.0606  1.5003
N  -2.7078  -3.4663  0.8864
C  -2.0116  -3.3498  -0.4636
C  -1.2170  -4.6061  -0.8342
C  -0.5197  -5.4162  0.2565
C  -1.3056  -5.5291  1.5621
C  -1.9358  -4.1931  1.9650
C  -3.9701  -4.2504  0.6479
H  -4.6200  0.0475  2.3431
H  -4.7447  0.8113  0.7591
H  -3.1545  0.6584  1.5140
H  -3.3351  -0.9377  -0.2875
H  -4.7288  -1.6559  0.3094
H  -3.3831  -2.3313  2.4634
H  -1.9264  -1.7053  1.5512
H  -1.3787  -2.4541  -0.4272
H  -2.7009  -3.1082  -1.2728
H  -0.5090  -4.2998  -1.6008
H  -2.0125  -5.2407  -1.2404
H  0.4600  -4.9665  0.4577
H  -0.2243  -6.3835  -0.1500
H  -0.6243  -5.7493  2.3804
H  -2.0998  -6.2557  1.3866
H  -1.0897  -3.5221  2.1314
H  -2.5960  -4.2611  2.8242
H  -4.6101  -3.7224  -0.0525
H  -4.5310  -4.3212  1.5780
H  -3.6980  -5.2133  0.2309
C  3.8230  -5.3315  -0.3065
C  3.4928  -3.8282  -0.3773
C  4.8266  -3.1126  -0.5660
N  4.8617  -1.6123  -0.2977
C  3.9175  -0.9395  -1.2521
C  4.0614  0.5864  -1.3763
C  5.5258  1.0368  -1.4532
C  6.4514  0.3869  -0.4114
C  6.2709  -1.1267  -0.4695
C  4.3935  -1.2661  1.1082
H  2.8850  -5.8420  -0.0906
H  4.5897  -5.6547  0.3960
H  4.2090  -5.6642  -1.2728
H  2.9627  -3.5579  0.5326
H  2.9396  -3.5544  -1.2759
H  5.2828  -3.1607  -1.5523
H  5.5463  -3.4787  0.1708
H  4.1859  -1.4539  -2.1892
H  2.9034  -1.3114  -1.0951
H  3.3701  0.9217  -2.1500
H  3.5231  0.8919  -0.4678
H  5.8071  0.7174  -2.4600
H  5.5734  2.1152  -1.3224
H  7.5081  0.5714  -0.5876
H  6.1495  0.7657  0.5649
H  6.6780  -1.6000  -1.3627
H  6.8658  -1.5178  0.3612
H  3.3757  -1.6353  1.1793
H  4.4895  -0.2030  1.2972
H  5.1515  -1.7562  1.7218
C  -5.4676  6.7280  1.1036
C  -5.1211  5.2643  0.7569
C  -4.5523  5.1837  -0.6427
N  -4.4304  3.8069  -1.2462
C  -4.2564  3.9173  -2.7550
C  -2.8986  4.5225  -3.1218
C  -1.7465  3.7964  -2.4298
C  -1.9476  3.5998  -0.9210
C  -3.3091  2.9907  -0.6362
C  -5.7006  3.0122  -1.0334
H  -6.1361  7.1876  0.3742
H  -4.5530  7.3189  1.0296
H  -5.9309  6.7855  2.0832
H  -6.0574  4.7126  0.8951
H  -4.5473  4.7449  1.5299
H  -3.5739  5.6588  -0.7051
H  -5.1487  5.8318  -1.2892
H  -5.0486  4.5956  -3.0587
H  -4.2964  2.8828  -3.0910
H  -2.9226  5.5944  -2.9212
H  -2.7187  4.4411  -4.1948
H  -0.8383  4.3956  -2.4992
H  -1.5788  2.8000  -2.8348
H  -1.7975  4.5527  -0.4144
H  -1.2139  2.9000  -0.5212
H  -3.5496  2.8869  0.4216
H  -3.3281  1.9659  -1.0152
H  -5.5836  2.0593  -1.5451
H  -6.6011  3.4530  -1.4543
H  -5.7080  2.9447  0.0481
O  1.4612  2.7773  -1.6017
C  1.7894  2.9045  -2.9601
O  2.3202  1.8639  -3.4963
O  1.6948  4.0471  -3.4659
H  1.8376  1.8549  -1.5786
O  1.2415  3.6488  2.1631
C  1.0113  4.3277  3.3539
O  0.5863  3.5713  4.2979
O  1.3431  5.5095  3.4726
H  0.9807  2.7700  2.4731
O  -0.3007  0.6046  -0.4162
C  0.6059  -0.1452  0.3551
O  1.2737  0.5232  1.1658
O  0.6741  -1.3886  0.2495
H  -0.1136  1.4564  0.0394

Output
**LUMO energy**: -4.26 eV
**Charge**: +2
**Energy above the lowest of the compared OMol25 structures with the same formula, charge and spin**: 241.9 kJ/mol
**F_max**: 3.488 eV/Å